1.
78
Properties=species:S:1:pos:R:3 method="wB97M-V/def2-TZVPD" charge=0 lumo_ev=-1.02 homo_ev=-5.1311 gap_ev=4.107 spin_multiplicity=1
C 2.60 -5.66 3.02
B 3.67 -4.84 2.06
O 3.05 -4.92 0.67
C 2.81 -3.58 0.31
C 2.72 -2.84 1.68
C 2.70 -1.33 1.43
C 1.31 -0.67 1.69
C 0.56 -0.28 0.40
S -0.68 -1.46 -0.22
C -1.17 -2.54 1.14
S -0.47 -3.99 1.24
N -2.13 -2.11 2.11
C -3.38 -2.86 2.10
C -4.22 -2.64 3.17
C -5.41 -3.31 3.29
C -5.78 -4.23 2.34
C -4.96 -4.42 1.26
C -3.77 -3.75 1.13
C -2.41 -0.68 2.05
C -1.83 0.11 3.01
C -2.04 1.47 3.05
C -2.83 2.06 2.10
C -3.43 1.28 1.13
C -3.23 -0.08 1.11
O 3.85 -3.38 2.32
H 1.76 -5.05 3.38
H 3.06 -6.15 3.90
H 2.14 -6.45 2.42
H 4.69 -5.52 2.01
H 3.80 -3.25 -0.06
H 2.00 -3.39 -0.42
H 1.88 -3.09 2.36
H 3.07 -1.06 0.43
H 3.40 -0.87 2.14
H 1.55 0.27 2.21
H 0.72 -1.26 2.40
H 1.32 -0.21 -0.38
H 0.16 0.74 0.53
H -3.96 -1.93 3.95
H -6.04 -3.11 4.15
H -6.70 -4.80 2.42
H -5.23 -5.14 0.49
H -3.13 -3.94 0.28
H -1.19 -0.36 3.75
H -1.58 2.06 3.84
H -3.01 3.13 2.10
H -4.07 1.70 0.35
H -3.72 -0.69 0.36
C 0.02 0.50 -3.22
C 0.76 1.41 -4.19
C 1.96 2.13 -3.57
C 1.78 2.76 -2.19
N 1.08 4.11 -2.07
C 2.09 5.23 -1.96
C 2.45 5.55 -3.40
C 1.16 5.28 -4.20
C 0.23 4.55 -3.23
C 0.25 4.07 -0.82
H -0.38 1.05 -2.37
H -0.82 0.02 -3.71
H 0.68 -0.28 -2.85
H 0.05 2.11 -4.65
H 1.13 0.81 -5.03
H 2.38 2.84 -4.28
H 2.74 1.37 -3.43
H 2.76 2.89 -1.74
H 1.26 2.07 -1.53
H 1.58 6.08 -1.50
H 2.93 4.93 -1.34
H 3.25 4.89 -3.75
H 2.81 6.57 -3.52
H 1.36 4.70 -5.09
H 0.70 6.21 -4.53
H -0.32 3.72 -3.64
H -0.50 5.26 -2.83
H 0.89 3.84 0.02
H -0.52 3.31 -0.94
H -0.22 5.05 -0.68

---

2.
82
Properties=species:S:1:pos:R:3 method="wB97M-V/def2-TZVPD" charge=-1 lumo_ev="2.45 / 2.45" homo_ev="-4.1621 / -4.1661" gap_ev="6.611 / 6.615" s2=0.7510 relative_energy_kcal_mol=6.7 spin_multiplicity=2
Ce -0.93 0.05 0.52
C -3.55 -1.87 3.01
N -2.45 -2.16 2.04
C -1.25 -2.78 2.71
C -0.49 -1.80 3.59
N 0.55 -1.01 2.87
C 1.65 -1.94 2.60
C 0.86 0.25 3.56
C 2.18 0.59 3.87
C 2.66 1.88 3.71
C 1.76 2.94 3.50
C 0.45 2.69 3.41
C -0.09 1.34 3.49
S -1.81 1.15 3.19
C -2.89 -2.64 0.79
C -2.57 -3.87 0.23
C -3.15 -4.38 -0.93
C -4.12 -3.63 -1.61
C -4.47 -2.37 -1.07
C -3.82 -1.84 0.06
S -4.02 -0.16 0.36
H -3.84 -0.78 3.07
H -3.19 -2.13 4.02
H -4.42 -2.53 2.80
H -0.62 -3.12 1.95
H -1.61 -3.65 3.33
H -0.01 -2.37 4.44
H -1.22 -1.08 4.07
H 2.06 -2.46 3.46
H 2.53 -1.41 2.14
H 1.24 -2.73 1.86
H 2.93 -0.18 4.03
H 3.76 2.05 3.63
H 2.13 3.92 3.52
H -0.20 3.52 3.15
H -1.72 -4.50 0.69
H -2.76 -5.30 -1.33
H -4.55 -3.96 -2.57
H -5.23 -1.74 -1.51
C -0.58 3.16 -1.76
C -1.39 4.21 -2.56
N -2.88 4.09 -2.35
C -3.06 4.25 -0.84
C -2.30 3.15 -0.13
N -1.52 2.21 -1.02
C -2.37 1.63 -2.09
C -3.30 2.69 -2.72
H 0.13 3.67 -1.05
H 0.07 2.56 -2.38
H -1.22 4.00 -3.63
H -1.10 5.28 -2.26
H -4.10 4.14 -0.52
H -2.73 5.24 -0.53
H -3.04 2.55 0.37
H -1.56 3.55 0.60
H -2.89 0.81 -1.57
H -1.71 1.16 -2.83
H -4.39 2.47 -2.58
H -3.25 2.57 -3.77
O 2.46 0.10 -1.31
C 2.27 0.77 -0.25
O 1.05 1.07 0.20
H 3.13 1.11 0.46
C 6.45 -1.55 -4.11
Sb 4.82 -0.70 -2.75
C 6.02 -0.40 -1.01
C 4.59 1.38 -3.37
H 6.08 -2.47 -4.52
H 7.31 -1.67 -3.44
H 6.55 -0.81 -4.92
H 5.87 0.57 -0.55
H 7.09 -0.56 -1.27
H 5.89 -1.18 -0.18
H 3.71 1.67 -2.84
H 4.49 1.42 -4.44
H 5.46 1.98 -3.13
C 0.33 -3.07 -1.58
C -0.34 -1.78 -1.04
O -1.18 -1.10 -1.64
H 1.08 -2.82 -2.32
H -0.41 -3.66 -2.15
H 0.72 -3.68 -0.81

---

3.
82
Properties=species:S:1:pos:R:3 method="wB97M-V/def2-TZVPD" charge=0 lumo_ev="-0.05 / -0.05" homo_ev="-6.7291 / -6.7293" gap_ev="6.675 / 6.676" s2=0.7575 relative_energy_kcal_mol=5.7 spin_multiplicity=2
Cs -1.31 -2.75 -2.12
C -1.44 -2.49 1.99
O -1.17 -1.14 2.33
H -1.43 -3.10 2.90
H -0.68 -2.89 1.31
H -2.42 -2.58 1.52
H -0.56 -0.78 1.67
F -6.27 -3.14 -1.52
C -5.91 -2.06 -2.31
F -5.47 -2.60 -3.52
H -6.84 -1.53 -2.55
C -3.44 2.10 -1.51
N -3.08 1.38 -0.23
C -4.26 1.43 0.71
N -5.42 0.87 0.10
C -5.72 1.56 -1.15
N -4.61 1.54 -2.10
C -4.41 0.21 -2.71
P -4.35 -1.21 -1.48
C -2.76 -0.06 -0.55
C -5.39 -0.60 -0.05
H -2.57 2.01 -2.16
H -3.62 3.14 -1.24
H -2.28 1.86 0.20
H -4.43 2.48 0.95
H -3.98 0.88 1.60
H -5.95 2.60 -0.92
H -6.59 1.10 -1.61
H -3.47 0.24 -3.25
H -5.21 0.05 -3.44
H -1.89 0.00 -1.21
H -2.47 -0.52 0.40
H -4.99 -1.02 0.87
H -6.42 -0.94 -0.15
C -0.17 1.45 -4.67
C -0.18 0.55 -3.44
O -0.18 -0.72 -3.62
N -0.20 1.14 -2.29
Te 1.37 -0.56 -0.23
C 2.63 -1.74 1.03
C 2.91 -1.41 2.36
C 2.37 -0.18 3.04
C 3.73 -2.26 3.10
C 4.27 -3.42 2.57
C 5.17 -4.31 3.39
C 3.97 -3.73 1.25
C 3.16 -2.91 0.47
C 2.89 -3.33 -0.95
C 2.29 1.31 0.19
C 1.58 2.31 0.86
C 0.13 2.15 1.23
C 2.24 3.49 1.18
C 3.57 3.70 0.86
C 4.27 4.98 1.23
C 4.24 2.70 0.18
C 3.63 1.50 -0.18
C 4.42 0.48 -0.95
H 0.70 1.21 -5.28
H -0.14 2.50 -4.39
H -1.07 1.25 -5.26
H 1.32 -0.02 2.79
H 2.92 0.71 2.74
H 2.45 -0.28 4.12
H 3.94 -2.00 4.14
H 5.12 -4.06 4.45
H 6.21 -4.21 3.07
H 4.89 -5.36 3.27
H 4.37 -4.64 0.82
H 3.46 -4.22 -1.20
H 3.14 -2.54 -1.66
H 1.83 -3.57 -1.11
H -0.42 1.86 0.34
H -0.26 3.10 1.62
H 0.00 1.39 2.00
H 1.69 4.27 1.70
H 3.60 5.66 1.75
H 4.65 5.49 0.34
H 5.13 4.78 1.88
H 5.28 2.85 -0.10
H 5.38 0.90 -1.25
H 3.88 0.16 -1.84
H 4.61 -0.42 -0.35

---

4.
96
Properties=species:S:1:pos:R:3 method="wB97M-V/def2-TZVPD" charge=+1 lumo_ev=-3.26 homo_ev=-11.6721 gap_ev=8.407 spin_multiplicity=1
C -2.32 -7.71 -0.89
C -1.65 -6.36 -1.12
C -1.31 -5.64 0.19
C -1.47 -4.11 0.13
C -2.03 -3.49 1.42
C -1.30 -2.21 1.85
C -0.16 -2.45 2.83
C 0.26 -1.16 3.55
C 1.75 -1.06 3.79
C 2.18 0.33 4.30
C 3.60 0.71 3.84
C 3.59 1.99 2.99
C 2.98 1.64 1.65
O 2.26 2.71 1.09
C 1.42 2.35 -0.01
C 0.06 1.98 0.59
C -0.54 3.08 1.46
N -0.97 2.64 2.79
C 1.38 3.59 -0.92
C 0.07 3.83 -1.67
C -0.11 2.95 -2.90
F 1.07 2.95 -3.59
F -0.33 1.64 -2.60
C -1.22 3.49 -3.86
F -0.59 4.34 -4.71
F -2.11 4.22 -3.16
C -1.92 2.43 -4.77
F -0.98 1.57 -5.21
F -2.37 3.12 -5.84
C -3.18 1.66 -4.25
F -3.74 1.13 -5.36
F -4.07 2.51 -3.70
C -2.99 0.45 -3.27
F -1.91 -0.28 -3.59
F -4.07 -0.34 -3.44
C -2.95 0.80 -1.74
F -2.02 0.00 -1.17
F -2.58 2.08 -1.53
C -4.27 0.56 -0.96
F -5.32 1.10 -1.62
F -4.46 -0.77 -0.80
C -4.23 1.22 0.46
F -4.41 2.55 0.38
F -3.08 0.94 1.10
F -5.25 0.68 1.17
C 1.91 1.12 -0.84
N 3.25 0.51 -0.47
P 4.26 0.24 -1.94
O 5.14 -0.95 -1.40
O 3.29 -0.36 -3.04
S 5.16 1.80 -2.55
C 4.02 1.26 0.60
O 5.03 0.46 1.08
H -3.35 -7.57 -0.58
H -1.79 -8.29 -0.15
H -2.33 -8.28 -1.81
H -0.75 -6.55 -1.69
H -2.30 -5.76 -1.76
H -0.27 -5.85 0.40
H -1.92 -6.06 0.98
H -0.52 -3.63 -0.10
H -2.13 -3.89 -0.71
H -2.06 -4.22 2.22
H -3.06 -3.22 1.22
H -2.03 -1.55 2.31
H -0.95 -1.73 0.94
H 0.68 -2.92 2.32
H -0.51 -3.18 3.55
H -0.12 -0.33 2.96
H -0.26 -1.15 4.50
H 2.01 -1.80 4.54
H 2.27 -1.31 2.86
H 2.09 0.37 5.37
H 1.47 1.03 3.86
H 4.00 -0.11 3.25
H 4.24 0.83 4.71
H 2.97 2.74 3.47
H 4.60 2.35 2.88
H 2.33 0.77 1.80
H 0.26 1.12 1.23
H -0.63 1.62 -0.17
H 0.14 3.92 1.55
H -1.42 3.48 0.95
H -0.49 3.13 3.52
H -0.90 1.65 2.91
H 1.53 4.44 -0.27
H 2.23 3.57 -1.59
H 0.11 4.83 -2.08
H -0.80 3.80 -1.04
H 1.18 0.33 -0.78
H 1.97 1.41 -1.88
H 3.08 -0.42 -0.08
H 5.81 -1.18 -2.05
H 2.61 -0.96 -2.68
H 4.42 2.18 0.21
H 5.83 0.60 0.56

---

5.
82
Properties=species:S:1:pos:R:3 method="wB97M-V/def2-TZVPD" charge=-1 lumo_ev=1.04 homo_ev=-4.9464 gap_ev=5.990 spin_multiplicity=1
C 0.96 2.63 -5.34
C -0.05 1.56 -4.55
C 0.56 0.01 -4.63
O 1.17 -0.38 -3.35
In -0.25 -1.43 -2.20
C -2.25 -0.38 -1.99
C -2.24 0.96 -1.05
N -2.67 2.22 -1.80
C 0.76 -1.99 -0.26
C 1.04 -0.75 0.77
C 1.72 0.58 0.10
S 3.59 0.68 0.24
C 4.37 -0.84 -0.53
S 5.18 -1.92 0.53
N 4.37 -1.19 -2.00
C 3.79 -2.43 -2.62
C 4.15 -2.26 -4.21
N 4.88 -0.93 -4.45
C 4.99 -0.30 -3.06
H 0.49 3.72 -5.20
H 2.04 2.57 -4.88
H 1.01 2.44 -6.51
H -0.27 1.89 -3.45
H -1.03 1.53 -5.23
H -0.31 -0.77 -4.86
H 1.39 0.01 -5.47
H -0.59 -2.99 -3.10
H -2.56 -0.03 -3.08
H -3.14 -1.10 -1.62
H -3.07 0.79 -0.21
H -1.23 1.15 -0.47
H -3.71 2.38 -1.65
H -2.46 2.15 -2.82
H 1.73 -2.62 -0.54
H 0.04 -2.75 0.30
H 1.83 -1.16 1.58
H 0.10 -0.42 1.41
H 1.44 0.78 -1.02
H 1.30 1.52 0.71
H 3.21 -3.31 -2.10
H 3.87 -3.08 -5.02
H 5.51 0.73 -2.86
N 2.55 -0.33 4.02
C 3.16 -0.52 5.23
C 2.18 -0.51 6.20
C 0.94 -0.32 5.55
C 1.19 -0.21 4.20
H 3.02 -0.28 3.13
H 4.23 -0.64 5.30
H 2.34 -0.63 7.27
H -0.04 -0.26 6.02
H 0.53 -0.06 3.36
N -5.68 -2.49 1.67
C -4.34 -2.53 1.42
C -4.12 -3.38 0.36
C -5.38 -3.86 -0.06
C -6.33 -3.30 0.76
H -6.13 -1.95 2.39
H -3.65 -1.95 2.03
H -3.15 -3.62 -0.07
H -5.57 -4.55 -0.87
H -7.40 -3.40 0.78
N -3.95 -2.27 5.13
C -2.79 -3.00 5.23
C -2.10 -2.55 6.33
C -2.86 -1.51 6.91
C -4.00 -1.37 6.15
H -4.65 -2.39 4.41
H -2.56 -3.78 4.51
H -1.14 -2.93 6.67
H -2.61 -0.94 7.79
H -4.84 -0.69 6.26
N 1.62 6.64 -2.62
C 1.29 5.66 -1.72
C 2.44 4.97 -1.41
C 3.50 5.55 -2.14
C 2.96 6.58 -2.88
H 0.97 7.30 -3.03
H 0.27 5.54 -1.38
H 2.50 4.13 -0.72
H 4.54 5.25 -2.13
H 3.43 7.28 -3.57

---

Please write out number 1 again, unchanged.
78
Properties=species:S:1:pos:R:3 method="wB97M-V/def2-TZVPD" charge=0 lumo_ev=-1.02 homo_ev=-5.1311 gap_ev=4.107 spin_multiplicity=1
C 2.60 -5.66 3.02
B 3.67 -4.84 2.06
O 3.05 -4.92 0.67
C 2.81 -3.58 0.31
C 2.72 -2.84 1.68
C 2.70 -1.33 1.43
C 1.31 -0.67 1.69
C 0.56 -0.28 0.40
S -0.68 -1.46 -0.22
C -1.17 -2.54 1.14
S -0.47 -3.99 1.24
N -2.13 -2.11 2.11
C -3.38 -2.86 2.10
C -4.22 -2.64 3.17
C -5.41 -3.31 3.29
C -5.78 -4.23 2.34
C -4.96 -4.42 1.26
C -3.77 -3.75 1.13
C -2.41 -0.68 2.05
C -1.83 0.11 3.01
C -2.04 1.47 3.05
C -2.83 2.06 2.10
C -3.43 1.28 1.13
C -3.23 -0.08 1.11
O 3.85 -3.38 2.32
H 1.76 -5.05 3.38
H 3.06 -6.15 3.90
H 2.14 -6.45 2.42
H 4.69 -5.52 2.01
H 3.80 -3.25 -0.06
H 2.00 -3.39 -0.42
H 1.88 -3.09 2.36
H 3.07 -1.06 0.43
H 3.40 -0.87 2.14
H 1.55 0.27 2.21
H 0.72 -1.26 2.40
H 1.32 -0.21 -0.38
H 0.16 0.74 0.53
H -3.96 -1.93 3.95
H -6.04 -3.11 4.15
H -6.70 -4.80 2.42
H -5.23 -5.14 0.49
H -3.13 -3.94 0.28
H -1.19 -0.36 3.75
H -1.58 2.06 3.84
H -3.01 3.13 2.10
H -4.07 1.70 0.35
H -3.72 -0.69 0.36
C 0.02 0.50 -3.22
C 0.76 1.41 -4.19
C 1.96 2.13 -3.57
C 1.78 2.76 -2.19
N 1.08 4.11 -2.07
C 2.09 5.23 -1.96
C 2.45 5.55 -3.40
C 1.16 5.28 -4.20
C 0.23 4.55 -3.23
C 0.25 4.07 -0.82
H -0.38 1.05 -2.37
H -0.82 0.02 -3.71
H 0.68 -0.28 -2.85
H 0.05 2.11 -4.65
H 1.13 0.81 -5.03
H 2.38 2.84 -4.28
H 2.74 1.37 -3.43
H 2.76 2.89 -1.74
H 1.26 2.07 -1.53
H 1.58 6.08 -1.50
H 2.93 4.93 -1.34
H 3.25 4.89 -3.75
H 2.81 6.57 -3.52
H 1.36 4.70 -5.09
H 0.70 6.21 -4.53
H -0.32 3.72 -3.64
H -0.50 5.26 -2.83
H 0.89 3.84 0.02
H -0.52 3.31 -0.94
H -0.22 5.05 -0.68

---

Which value of charge does entry 1 give?
0